Computed, not measured: a cluster of 2 separate species, CH11O5P2 in total in a non-equilibrium geometry, with ωB97M-V/def2-TZVPD.

Properties
Charge ... -1
Spin multiplicity ... 1
LUMO ... 0.118 hartree
Frontier orbital gap ... 7.360 eV

```
19
Properties=species:S:1:pos:R:3:forces:R:3
O 1.375416 0.534228 1.076177 0.2 -3.8 -3.4
P 1.373921 -0.589533 -0.034500 1.0 3.2 2.2
O 1.881597 -2.086879 0.721483 -1.8 1.3 -2.3
O 2.677628 -0.161926 -1.158147 -2.8 -0.5 -0.2
C -0.241292 -0.747106 -1.036880 1.7 -2.4 -1.5
P -1.784450 0.033755 -0.230916 -1.7 1.6 0.4
O -2.784758 -1.165615 -1.061443 -0.5 -1.5 1.0
H 1.315451 -2.836416 0.367957 0.9 1.4 0.5
H 2.273448 0.192553 -2.026827 0.7 -1.0 2.2
H -0.468347 -1.915597 -1.130745 0.6 2.4 0.1
H -0.156738 -0.332384 -2.144817 0.3 -0.8 2.2
H -1.980381 0.891725 -1.407694 0.1 -0.4 -0.2
H -2.999887 0.608548 0.339066 0.0 -0.1 0.2
H -1.612091 -0.822076 0.935104 0.2 -0.2 0.0
H -1.059832 1.130014 0.356763 0.4 -0.4 0.1
H -3.127421 -1.840500 -0.398106 0.7 1.4 -1.1
O 1.847666 2.988928 2.665654 0.1 0.6 -0.2
H 1.688427 2.301587 2.001450 -0.1 -0.4 0.0
H 1.781643 3.816695 2.166422 0.0 -0.4 0.2
```
Positions in Å, forces in eV/Å.

---

Computed, not measured: a cluster of 5 separate species, CH12N2O4 in total in a non-equilibrium geometry, with ωB97M-V/def2-TZVPD.

Properties
SMILES string ... [H]/N=C/N.O.O.O.O
Spin multiplicity ... 1
LUMO ... 0.027 hartree
Energy relative to the best compared isomer or geometry (same formula, charge and spin) ... 24.0 kcal/mol
Frontier orbital gap ... 9.408 eV

```
19
Properties=species:S:1:pos:R:3:forces:R:3
N 1.089753 -0.878697 0.129987 0.7 1.1 -1.3
C 0.730985 -1.504940 1.255867 -0.3 2.8 3.5
N 0.228243 -0.821561 2.316692 1.6 -0.8 -3.4
H 1.332237 0.162625 0.099157 -0.8 -2.0 0.1
H 1.366767 -1.472731 -0.673502 -0.5 0.9 0.7
H 1.043703 -2.529943 1.249703 -0.3 -0.8 0.3
H 0.450018 -1.211051 3.222267 -0.5 -0.8 -0.2
H -2.322479 0.500546 -1.886218 0.8 -0.3 0.3
H -1.361675 0.596273 -0.665041 -0.2 -0.5 -0.8
O -1.478337 0.140431 -1.539759 -0.9 1.1 0.5
H 1.749911 3.158662 0.291752 0.2 0.4 0.1
H 0.281990 2.874074 -0.145677 1.1 -0.6 0.4
O 1.171415 2.463327 -0.006306 -1.2 0.0 -0.5
H -0.544427 0.918419 1.303982 0.3 -0.1 0.2
H -1.781612 1.415956 1.904514 -0.7 0.0 0.5
O -1.260068 1.552332 1.124608 0.4 -0.1 -0.7
H -0.336437 -2.417645 -3.175696 0.5 0.8 1.0
H -0.416113 -1.044534 -2.374541 -0.1 -0.5 0.1
O 0.056128 -1.901543 -2.431789 -0.2 -0.6 -1.0
```
Positions in Å, forces in eV/Å.

---

Computed, not measured: a cluster of 4 separate species, CH12NO3 in total in a non-equilibrium geometry, with ωB97M-V/def2-TZVPD.

Properties
Charge ... +1
Spin multiplicity ... 1
LUMO ... -0.119 hartree
Energy relative to the best compared isomer or geometry (same formula, charge and spin) ... 21.7 kcal/mol
Frontier orbital gap ... 12.045 eV

```
17
Properties=species:S:1:pos:R:3:forces:R:3
C -0.755244 -1.604145 0.252616 2.1 0.0 -0.8
N 0.389699 -0.798881 -0.397525 -1.8 1.8 -1.2
H -0.301449 -1.923215 1.186271 -0.7 -0.5 0.0
H -0.998823 -2.325004 -0.516681 -0.1 -0.7 0.5
H -1.598559 -0.947551 0.371364 0.0 0.5 0.2
H 0.451891 0.085704 0.112719 0.6 -0.2 0.3
H 1.327506 -1.130774 -0.634938 -0.2 -0.7 0.9
H 0.065258 -0.517936 -1.341926 0.3 -0.2 0.3
H -0.846105 2.549179 0.154028 -0.1 0.2 0.2
H -1.724376 2.714206 1.416229 0.1 -0.1 -0.1
O -1.091072 2.125230 0.985152 0.0 -0.2 -0.1
H 1.354920 -0.291347 -3.848753 0.4 -0.4 0.5
H 0.115832 0.371712 -3.497285 -0.1 -0.1 0.5
O 0.793862 -0.176913 -3.064709 -0.4 0.6 -1.2
H 1.179713 0.347516 3.047957 0.1 -0.1 0.0
H -0.038439 0.755561 2.220348 0.0 0.1 0.0
O 0.648578 0.078017 2.291452 -0.1 0.1 -0.1
```
Positions in Å, forces in eV/Å.

---

Computed, not measured: a structure of composition CH12O10V in a non-equilibrium geometry, with ωB97M-V/def2-TZVPD.

Properties
<S²> ... 0.9128
Spin multiplicity ... 2
LUMO (alpha / beta) ... -0.030 / -0.031 hartree
Frontier orbital gap (alpha / beta) ... 6.217 / 6.645 eV

```
24
Properties=species:S:1:pos:R:3:forces:R:3
O -9.721868 4.357920 -2.677283 1.8 -0.3 0.7
V -8.527417 4.569910 -1.642234 -5.0 2.8 1.6
C -9.334431 6.601787 -0.029869 -0.5 -1.0 1.6
O -9.613831 7.303186 0.920148 0.5 2.3 0.1
O -8.451023 6.730077 -0.960967 1.3 -0.8 -1.2
O -9.937152 5.451117 -0.023355 1.1 -3.3 -2.3
O -11.575145 6.477099 -2.935273 0.2 0.2 0.1
H -12.083983 6.054475 -3.627795 -0.2 0.0 -0.1
H -12.022387 7.304528 -2.728316 0.0 -0.1 0.0
O -9.168782 2.733091 -0.473726 1.0 -0.2 -0.4
H -9.969791 2.628740 0.053393 0.0 0.5 0.0
H -8.468958 2.215920 -0.061195 -0.2 0.0 0.2
O -6.385072 4.505786 -0.613532 -0.3 -0.2 -0.1
H -6.020883 5.161940 -0.000073 -0.2 -0.1 -0.2
H -5.759519 3.782192 -0.722182 0.1 0.2 0.2
O -7.508312 5.647417 -3.295253 0.8 -0.3 -0.5
H -7.844663 5.330499 -4.144159 -0.1 0.4 0.2
H -7.302175 6.590856 -3.337111 -0.4 -0.1 0.1
O -10.717366 1.492940 -3.760621 -0.1 0.1 -0.1
H -10.073115 1.691042 -4.444853 0.1 0.0 -0.1
H -11.233346 2.310294 -3.710682 0.2 -0.1 0.2
O -7.385112 2.795236 -2.877148 0.2 0.0 0.2
H -7.732318 1.894473 -2.826301 0.0 0.2 -0.1
H -6.506431 2.777775 -3.267706 0.0 -0.2 -0.1
```
Positions in Å, forces in eV/Å.

---

Computed, not measured: a cluster of 5 separate species, CH12O4 in total in a non-equilibrium geometry, with ωB97M-V/def2-TZVPD.

Properties
SMILES string ... C.O.O.O.O
Spin multiplicity ... 1
LUMO ... 0.013 hartree
Energy relative to the best compared isomer or geometry (same formula, charge and spin) ... 33.0 kcal/mol
Frontier orbital gap ... 11.542 eV

```
17
Properties=species:S:1:pos:R:3:forces:R:3
C 1.972136 -2.186691 2.806296 0.7 -1.3 1.2
H 0.945706 -2.009311 2.686811 -1.5 0.3 -0.6
H 2.359749 -1.337980 3.353823 0.3 -0.2 0.6
H 2.027786 -3.188683 3.335280 0.4 1.4 -0.4
H 2.509691 -2.223011 1.885256 0.1 -0.2 -0.8
H 2.550704 -0.896603 -2.985626 -0.8 1.7 2.4
H 1.310111 -1.190973 -2.387624 -1.4 -0.4 0.7
O 1.972392 -0.540301 -2.192196 2.3 -1.3 -3.0
H -1.706901 2.057249 -1.472644 -0.2 -2.0 0.5
H -1.907816 0.926598 -2.445988 -0.1 -0.3 0.0
O -1.889416 1.060905 -1.491246 0.3 2.3 -0.5
H 0.591928 3.139091 0.547406 -0.9 -0.2 0.0
H -0.678785 2.376425 0.968775 -0.3 -1.1 0.7
O -0.383009 3.116670 0.472378 1.1 1.2 -0.8
H -2.589972 -1.354946 0.243950 0.2 0.3 0.7
H -1.197163 -1.535557 -0.164314 0.0 0.4 1.2
O -1.705949 -1.342543 0.660705 -0.2 -0.6 -1.8
```
Positions in Å, forces in eV/Å.

---

Computed, not measured: a cluster of 5 separate species, CH12O4S in total in a non-equilibrium geometry, with ωB97M-V/def2-TZVPD.

Properties
SMILES string ... CS.O.O.O.O
Spin multiplicity ... 1
LUMO ... 0.011 hartree
Energy relative to the best compared isomer or geometry (same formula, charge and spin) ... 16.1 kcal/mol
Frontier orbital gap ... 9.365 eV

```
18
Properties=species:S:1:pos:R:3:forces:R:3
C -1.529446 1.843678 0.413184 -1.7 -1.4 -0.2
S -2.408062 1.455056 -1.167056 0.0 0.5 0.3
H -0.636549 1.223699 0.441119 0.7 1.2 -0.2
H -1.630731 2.917782 0.494894 1.2 0.1 0.1
H -2.108335 1.429782 1.239179 -0.3 0.1 0.0
H -1.897417 0.247492 -1.298715 0.2 -0.6 -0.1
H 0.715969 -1.879756 1.229082 -0.4 0.1 0.5
H 2.070968 -2.322096 1.091522 -0.1 0.3 1.0
O 1.474115 -2.015648 1.818600 0.5 -0.5 -1.3
H 2.515231 1.224864 1.179840 0.1 -0.2 -0.2
H 3.675690 0.682889 0.324154 0.2 0.0 0.1
O 2.782624 1.030514 0.269714 -0.3 0.3 0.2
H 2.206884 -0.553092 -0.526349 0.3 -0.2 0.3
H 1.640435 -1.495121 -1.519148 -0.7 -0.4 -0.9
O 2.299780 -1.471549 -0.844671 0.4 0.5 0.5
H -1.686326 -2.321236 0.095595 0.4 0.3 0.1
H -1.527661 -1.102981 0.999149 0.1 -0.1 -0.1
O -1.073568 -1.595573 0.301645 -0.5 -0.1 0.0
```
Positions in Å, forces in eV/Å.

---

Computed, not measured: a cluster of 5 separate species, CH12O4S2 in total in a non-equilibrium geometry, with ωB97M-V/def2-TZVPD.

Properties
SMILES string ... CSS.O.O.O.O
Spin multiplicity ... 1
LUMO ... 0.013 hartree
Energy relative to the best compared isomer or geometry (same formula, charge and spin) ... 38.8 kcal/mol
Frontier orbital gap ... 8.683 eV

```
19
Properties=species:S:1:pos:R:3:forces:R:3
C -1.500901 -0.002667 1.748501 0.3 0.5 1.2
S -1.062202 1.749418 2.196182 0.7 -1.2 -0.4
S -2.878127 2.421038 2.818405 -1.9 0.1 0.5
H -1.308579 -0.633160 2.643652 0.1 0.3 -0.7
H -2.589627 0.054310 1.641780 0.5 -0.5 -0.8
H -0.869086 -0.305888 0.898677 -0.7 0.0 0.2
H -3.692114 1.285944 2.844480 1.1 0.8 0.0
H -0.119758 3.404294 -1.174543 -0.2 -1.8 -0.5
H -0.683327 2.575927 -0.179854 -1.3 -0.6 2.7
O -0.336385 2.430326 -1.024720 1.4 2.5 -2.1
H 2.384476 -3.947262 -2.448333 0.4 0.9 0.8
H 2.363875 -4.725901 -1.241447 0.2 0.1 0.8
O 2.613596 -3.826930 -1.493787 -0.5 -1.1 -1.5
H 0.769504 -0.732060 -1.071888 0.2 1.9 -1.3
H 1.050939 -1.764517 -0.206603 0.8 -1.3 1.1
O 0.437037 -1.590957 -0.896381 -1.0 -0.6 0.1
H 1.617419 1.560900 -0.976510 0.5 -1.6 -1.7
H 1.829939 1.196845 -2.461895 -0.5 0.8 -1.9
O 1.973322 0.850341 -1.615717 -0.1 0.6 3.6
```
Positions in Å, forces in eV/Å.

---

Computed, not measured: a cluster of 5 separate species, CH12O4S2 in total in a non-equilibrium geometry, with ωB97M-V/def2-TZVPD.

Properties
SMILES string ... CSS.O.O.O.O
Spin multiplicity ... 1
LUMO ... 0.006 hartree
Energy relative to the best compared isomer or geometry (same formula, charge and spin) ... 21.5 kcal/mol
Frontier orbital gap ... 9.045 eV

```
19
Properties=species:S:1:pos:R:3:forces:R:3
C -1.785813 3.640648 -1.390003 1.2 -1.6 0.8
S -1.919255 3.108809 0.329781 -0.5 -0.9 0.7
S -2.145032 1.005920 0.048591 -0.8 1.2 -0.3
H -1.609089 4.691020 -1.367703 0.1 0.8 -0.1
H -2.705250 3.377038 -1.896213 0.3 0.0 -0.5
H -0.846868 3.098596 -1.644264 -1.0 0.6 -0.9
H -1.083791 0.574170 0.691769 0.7 0.1 0.2
H 0.193575 0.271466 2.871001 0.0 -0.5 0.1
H 0.258571 -0.548262 1.613472 0.3 0.1 0.0
O 0.195737 -0.653703 2.571830 -0.1 0.4 -0.2
H 1.339031 0.047442 -0.961276 0.1 0.1 -0.1
H 2.140804 -0.689162 0.076163 0.2 0.2 -0.3
O 1.887037 0.208513 -0.186811 -0.4 -0.2 0.4
H 1.984256 -3.099865 -0.703214 0.3 0.1 0.3
H 1.632893 -2.368443 -1.917415 0.4 0.2 -0.2
O 2.377612 -2.444371 -1.301159 -0.8 -0.4 0.0
H -0.025894 -4.210137 1.107600 0.0 0.4 0.1
H 0.032056 -2.660422 1.374940 0.0 -0.8 -0.2
O 0.079420 -3.349259 0.682919 0.1 0.4 0.1
```
Positions in Å, forces in eV/Å.

---

Computed, not measured: a cluster of 5 separate species, CH12O4S2 in total in a non-equilibrium geometry, with ωB97M-V/def2-TZVPD.

Properties
Charge ... +1
<S²> ... 0.7546
Spin multiplicity ... 2
LUMO (alpha / beta) ... -0.226 / -0.332 hartree
Energy relative to the best compared isomer or geometry (same formula, charge and spin) ... 34.6 kcal/mol
Frontier orbital gap (alpha / beta) ... 6.935 / 4.047 eV

```
19
Properties=species:S:1:pos:R:3:forces:R:3
C -1.284212 0.184973 2.188745 0.6 0.9 -0.1
S -1.524374 0.058286 0.372896 -0.8 -3.0 1.7
S -1.814239 -2.008049 0.566025 -0.2 1.8 -1.3
H -1.999824 -0.369605 2.793578 -0.3 0.0 -0.5
H -0.279676 -0.175048 2.439692 0.0 0.3 -0.2
H -1.383104 1.258466 2.359538 0.2 -0.1 0.3
H -2.365844 -2.160641 -0.678020 0.3 -0.1 0.4
H -0.705906 2.796180 -1.167092 0.2 0.0 -0.3
H -0.493436 1.288017 -1.424046 0.2 0.5 -0.3
O -0.226113 2.168018 -1.725837 -0.4 -0.2 0.4
H 2.990793 1.090451 -0.764254 0.2 -0.3 -0.2
H 4.203472 0.931775 0.171680 0.0 -0.2 0.0
O 3.581332 1.571399 -0.179160 -0.2 0.4 0.2
H 1.535080 -1.780402 0.592427 0.3 -0.2 -0.1
H 1.087805 -0.355421 0.347166 0.4 0.2 -0.4
O 1.761917 -0.868803 0.800595 -0.5 -0.1 0.4
H 1.288988 1.143075 -2.528566 0.0 0.8 -0.1
H 1.440684 -0.254481 -3.040563 0.3 -0.3 -0.2
O 1.804285 0.350668 -2.390984 -0.2 -0.5 0.3
```
Positions in Å, forces in eV/Å.

---

Computed, not measured: a cluster of 6 separate species, CH12O6 in total in a non-equilibrium geometry, with ωB97M-V/def2-TZVPD.

Properties
SMILES string ... C=O.O.O.O.O.O
Spin multiplicity ... 1
LUMO ... 0.000 hartree
Energy relative to the best compared isomer or geometry (same formula, charge and spin) ... 45.1 kcal/mol
Frontier orbital gap ... 10.239 eV

```
19
Properties=species:S:1:pos:R:3:forces:R:3
O -1.313601 -1.757752 1.453163 -2.0 1.9 -2.0
C -2.010891 -0.950234 0.794288 0.7 -3.9 2.8
H -3.080361 -1.272377 0.580919 1.1 0.8 -0.2
H -1.583148 0.001030 0.595103 0.0 1.1 -0.8
H 0.879718 2.914209 0.452594 -3.7 -2.0 0.7
H -0.236061 1.740950 0.914015 0.9 -1.7 0.4
O -0.128935 2.626104 0.655155 2.6 3.8 -1.0
H 2.890352 -1.170554 -0.816916 1.6 -0.1 -0.4
H 1.951707 -1.080544 0.340108 -0.1 0.3 1.4
O 1.992886 -1.290023 -0.581811 -1.0 -0.5 -1.0
H -1.878244 -0.398550 -2.608555 -2.7 -3.9 -2.9
H -2.103567 1.071538 -2.041877 -0.7 -0.3 -0.5
O -1.560374 0.299999 -2.181326 3.4 4.3 3.4
H 0.885121 -0.646328 2.908526 1.6 -2.1 -3.4
H 0.551937 -1.597461 1.664680 -1.2 -0.4 -0.1
O 1.300994 -1.174267 2.063115 -0.3 2.6 3.7
H 0.372246 1.055234 -1.574644 -0.1 -0.5 -0.1
H 1.782179 0.391206 -1.254089 -1.3 0.6 -0.2
O 1.288041 1.237818 -1.362449 1.2 0.2 0.1
```
Positions in Å, forces in eV/Å.

---

E_tot: -30030.662, -12401.803, -8858.157, -47394.466, -9420.896, -20256.619, -31091.160, -31091.909, -31082.965, -13514.765 (eV)